The following is a quantum chemistry calculation of a 2-piece molecular cluster, C4H6Cl2N2O2 overall, from the Open Molecules 2025 dataset.

Cartesian coordinates (Å):
C 0.4243 1.0662 -1.6588
C -1.3060 0.3991 0.2101
C -0.5896 -1.6960 0.7501
C -0.0002 0.2185 -0.4962
N 0.4603 -0.9237 0.0409
N -1.2488 -0.5628 1.3024
O -0.2581 0.7025 -2.6462
O 1.3274 1.8682 -1.6051
Cl 2.6888 1.7541 1.0403
Cl 1.9525 -1.7362 -0.5315
H -1.3552 1.4019 0.5648
H -2.2317 0.2607 -0.5270
H -1.2745 -2.2086 0.1273
H -0.1696 -2.3620 1.5553
H -0.6680 -0.1499 1.9822
H 2.2483 1.9679 -0.1086

The calculation puts the HOMO energy (spin up / spin down) at -0.3717 / -0.3717 Ha. The value obtained for the LUMO energy (spin up / spin down) is -1.016 / -1.016 eV. The value obtained for the total energy is -1336.30651 hartree. The energy above the lowest of the compared OMol25 structures with the same formula, charge and spin comes out at 178.3 kJ/mol. The value obtained for the frontier orbital gap (spin up / spin down) is 9.1 / 9.1 eV.